Entry 1:
This record from the Open Molecules 2025 dataset describes a cluster of 16 separate species, C32H96O16 in total at a distorted geometry. The level of theory is the ωB97M-V functional and the def2-TZVPD basis.

Positions of all 144 atoms, in Å:
C: 22.125 16.777 17.090
C: 22.752 16.217 18.373
O: 23.830 17.068 18.801
H: 21.383 16.097 16.671
H: 22.893 17.095 16.386
H: 21.521 17.641 17.370
H: 23.061 15.173 18.319
H: 21.989 16.156 19.150
H: 24.064 16.807 19.694
C: 23.473 9.210 20.632
C: 23.527 8.296 21.845
O: 23.855 8.980 23.018
H: 23.133 8.613 19.786
H: 24.414 9.708 20.397
H: 22.763 10.020 20.800
H: 24.356 7.635 21.595
H: 22.623 7.714 22.027
H: 23.040 9.229 23.460
C: 28.445 5.584 28.727
C: 28.433 6.161 27.291
O: 29.386 7.242 27.263
H: 28.243 6.312 29.513
H: 29.421 5.158 28.962
H: 27.729 4.770 28.831
H: 27.460 6.608 27.087
H: 28.621 5.357 26.578
H: 29.135 7.718 26.468
C: 19.435 12.457 23.944
C: 19.248 11.753 25.298
O: 20.268 10.851 25.545
H: 19.591 11.752 23.128
H: 20.382 12.998 23.959
H: 18.572 13.110 23.808
H: 18.343 11.150 25.230
H: 19.141 12.402 26.167
H: 20.051 10.512 26.416
C: 17.789 12.553 17.474
C: 16.962 12.304 16.217
O: 17.219 11.024 15.779
H: 17.367 11.841 18.183
H: 17.716 13.575 17.846
H: 18.848 12.364 17.298
H: 17.298 13.018 15.464
H: 15.900 12.403 16.439
H: 17.648 10.543 16.491
C: 22.581 4.724 27.247
C: 23.089 3.800 26.140
O: 23.538 2.649 26.819
H: 22.263 5.669 26.808
H: 23.312 4.976 28.015
H: 21.734 4.232 27.723
H: 23.934 4.310 25.678
H: 22.311 3.594 25.405
H: 22.787 2.148 27.146
C: 28.309 14.100 16.977
C: 28.965 12.791 16.698
O: 27.992 11.802 16.402
H: 28.971 14.861 17.390
H: 27.526 13.948 17.720
H: 27.831 14.620 16.147
H: 29.602 12.425 17.502
H: 29.623 12.778 15.829
H: 27.701 12.078 15.530
C: 26.753 11.912 29.094
C: 25.432 11.326 28.754
O: 24.580 12.328 28.328
H: 26.752 12.415 30.061
H: 27.071 12.688 28.397
H: 27.489 11.112 29.173
H: 24.898 10.853 29.577
H: 25.543 10.574 27.973
H: 23.859 11.959 27.813
C: 22.580 11.505 13.283
C: 23.756 12.337 12.757
O: 24.878 11.513 12.618
H: 21.671 12.105 13.253
H: 22.707 11.289 14.344
H: 22.402 10.605 12.694
H: 23.942 13.195 13.403
H: 23.604 12.733 11.753
H: 24.797 11.059 11.776
C: 21.546 1.236 20.990
C: 22.054 -0.119 21.325
O: 21.070 -1.080 20.958
H: 22.180 2.121 21.048
H: 20.735 1.481 21.676
H: 21.069 1.256 20.010
H: 22.263 -0.112 22.395
H: 23.004 -0.277 20.814
H: 21.338 -1.464 20.120
C: 30.809 9.375 21.484
C: 29.258 9.592 21.484
O: 28.798 9.592 22.830
H: 31.198 9.394 20.466
H: 31.060 8.405 21.914
H: 31.347 10.159 22.016
H: 28.816 8.777 20.910
H: 29.070 10.512 20.932
H: 27.845 9.693 22.880
C: 27.850 15.795 22.818
C: 26.475 15.233 23.126
O: 25.488 16.233 23.175
H: 28.519 14.935 22.792
H: 28.176 16.463 23.615
H: 27.970 16.377 21.904
H: 26.507 14.815 24.132
H: 26.256 14.423 22.430
H: 25.290 16.392 24.100
C: 24.845 4.723 15.410
C: 25.125 6.240 15.168
O: 26.192 6.571 16.045
H: 23.879 4.381 15.036
H: 24.751 4.577 16.486
H: 25.578 4.116 14.878
H: 24.272 6.862 15.440
H: 25.345 6.413 14.115
H: 26.512 7.450 15.830
C: 28.513 1.838 21.078
C: 27.733 2.886 20.314
O: 28.527 3.460 19.285
H: 29.562 2.019 21.315
H: 28.589 0.908 20.514
H: 28.064 1.619 22.046
H: 27.312 3.632 20.989
H: 26.824 2.416 19.937
H: 27.990 4.046 18.747
C: 17.572 6.059 23.331
C: 16.447 5.278 22.618
O: 16.950 4.639 21.429
H: 18.449 5.436 23.508
H: 17.254 6.473 24.288
H: 17.928 6.877 22.705
H: 15.631 5.987 22.479
H: 16.073 4.453 23.224
H: 16.909 3.687 21.552
C: 17.023 5.298 15.851
C: 18.490 5.653 16.038
O: 18.442 6.434 17.215
H: 16.335 6.143 15.845
H: 16.717 4.561 16.593
H: 16.941 4.804 14.883
H: 18.914 6.207 15.201
H: 19.095 4.777 16.272
H: 17.993 5.902 17.875

Results
Energy relative to the best compared isomer or geometry (same formula, charge and spin), kcal per mole: 141.5
Multiplicity: 1
Total charge: 0
Energy, eV: -67493.3120

Atomic partial charges in e from the Mulliken method, atoms 1 to 99:
1 C -1.020
2 C -0.175
3 O -0.522
4 H 0.324
5 H 0.289
6 H 0.283
7 H 0.287
8 H 0.248
9 H 0.286
10 C -0.833
11 C -0.255
12 O -0.477
13 H 0.303
14 H 0.236
15 H 0.249
16 H 0.195
17 H 0.311
18 H 0.270
19 C -1.114
20 C -0.086
21 O -0.520
22 H 0.303
23 H 0.291
24 H 0.341
25 H 0.242
26 H 0.245
27 H 0.298
28 C -0.995
29 C -0.229
30 O -0.504
31 H 0.265
32 H 0.271
33 H 0.328
34 H 0.256
35 H 0.312
36 H 0.297
37 C -1.262
38 C -0.066
39 O -0.480
40 H 0.375
41 H 0.341
42 H 0.337
43 H 0.248
44 H 0.216
45 H 0.291
46 C -0.923
47 C -0.198
48 O -0.524
49 H 0.283
50 H 0.256
51 H 0.318
52 H 0.269
53 H 0.210
54 H 0.308
55 C -0.955
56 C -0.291
57 O -0.484
58 H 0.330
59 H 0.268
60 H 0.313
61 H 0.268
62 H 0.269
63 H 0.283
64 C -1.013
65 C -0.080
66 O -0.516
67 H 0.276
68 H 0.284
69 H 0.314
70 H 0.236
71 H 0.221
72 H 0.279
73 C -0.875
74 C -0.274
75 O -0.513
76 H 0.310
77 H 0.241
78 H 0.297
79 H 0.249
80 H 0.265
81 H 0.300
82 C -0.937
83 C -0.190
84 O -0.508
85 H 0.337
86 H 0.223
87 H 0.294
88 H 0.210
89 H 0.262
90 H 0.309
91 C -1.136
92 C -0.093
93 O -0.509
94 H 0.360
95 H 0.297
96 H 0.303
97 H 0.249
98 H 0.247
99 H 0.283

Entry 2:
This record from the Open Molecules 2025 dataset describes a structure of composition C33H20Cl5N3O2Rh. The level of theory is the ωB97M-V functional and the def2-TZVPD basis.

Positions of all 64 atoms, in Å:
Rh: 0.282 0.221 0.293
O: 3.930 -1.420 -0.675
C: 2.771 -1.133 -0.353
N: 2.244 0.033 -0.034
C: 2.980 1.287 -0.128
C: 1.973 2.421 -0.157
C: 2.222 3.643 -0.776
C: 1.289 4.660 -0.778
C: 0.002 4.542 -0.013
C: -0.337 3.100 0.420
N: 0.781 2.152 0.455
C: 1.705 -2.227 -0.325
C: 2.067 -3.547 -0.523
C: 1.090 -4.528 -0.524
C: -0.229 -4.153 -0.348
C: -0.516 -2.811 -0.164
N: 0.424 -1.866 -0.134
H: 3.600 1.302 -1.027
H: 3.665 1.387 0.724
H: 3.182 3.779 -1.265
H: 1.501 5.610 -1.253
H: 0.079 5.149 0.903
H: -0.721 3.144 1.447
H: 3.117 -3.760 -0.674
H: 1.352 -5.570 -0.667
H: -1.033 -4.877 -0.351
H: -1.535 -2.470 -0.038
Cl: -4.641 -4.260 3.061
C: -4.102 -2.757 2.407
C: -2.815 -2.301 2.643
Cl: -1.759 -3.237 3.640
C: -2.355 -1.102 2.092
Cl: -0.800 -0.517 2.579
C: -3.181 -0.369 1.219
O: -2.858 0.705 0.530
C: -4.510 -0.807 1.052
Cl: -5.543 0.154 0.063
C: -4.963 -1.976 1.630
Cl: -6.588 -2.494 1.378
C: -1.558 1.001 0.121
C: -1.408 2.374 -0.403
C: -1.900 2.854 -1.560
C: -2.758 2.026 -2.462
C: -2.452 0.693 -2.737
C: -3.258 -0.068 -3.573
C: -4.387 0.487 -4.162
C: -4.695 1.817 -3.909
C: -3.886 2.575 -3.072
C: -1.596 4.242 -1.919
C: -1.581 4.721 -3.204
C: -1.296 6.062 -3.491
C: -1.038 6.979 -2.431
C: -1.019 6.560 -1.147
C: -1.230 5.130 -0.766
H: -1.572 0.253 -2.288
H: -2.998 -1.102 -3.768
H: -5.014 -0.107 -4.816
H: -5.570 2.267 -4.363
H: -4.138 3.611 -2.877
H: -1.797 4.041 -4.022
H: -1.281 6.405 -4.518
H: -0.863 8.024 -2.664
H: -0.821 7.262 -0.342
H: -2.051 5.077 -0.032

Results
Energy relative to the best compared isomer or geometry (same formula, charge and spin), kcal per mole: 19.0
Multiplicity: 5
Total charge: -1
Expectation value of S²: 6.071
Energy, eV: -108729.2479

How positive or negative is each atom? The Mulliken charges in e answer that:
1 Rh -0.291
2 O -0.811
3 C -0.308
4 N -0.277
5 C -0.467
6 C 0.131
7 C -0.818
8 C -0.846
9 C 0.029
10 C 0.031
11 N -0.501
12 C 0.545
13 C -0.438
14 C -0.242
15 C -1.088
16 C -0.285
17 N 0.208
18 H 0.401
19 H 0.237
20 H 0.350
21 H 0.415
22 H 0.503
23 H 0.289
24 H 0.500
25 H 0.408
26 H 0.436
27 H 0.800
28 Cl -0.210
29 C -0.130
30 C 0.320
31 Cl -0.185
32 C 0.092
33 Cl -0.025
34 C 0.059
35 O -0.329
36 C 0.156
37 Cl -0.158
38 C 0.512
39 Cl -0.202
40 C -1.716
41 C 1.664
42 C 0.652
43 C 0.565
44 C -0.115
45 C -0.745
46 C -0.466
47 C -0.817
48 C -0.330
49 C -0.675
50 C -0.053
51 C -0.960
52 C -0.274
53 C -1.227
54 C 0.644
55 H 0.382
56 H 0.413
57 H 0.386
58 H 0.376
59 H 0.486
60 H 0.450
61 H 0.375
62 H 0.391
63 H 0.351
64 H 0.431

Entry 3:
This record from the Open Molecules 2025 dataset describes a structure of composition C33H21BrF4N2O2PPbS. The level of theory is the ωB97M-V functional and the def2-TZVPD basis.

Positions of all 66 atoms, in Å:
Pb: 0.597 -0.455 0.640
O: 4.832 -0.967 -1.361
S: 3.767 -1.353 -0.487
O: 2.967 -2.485 -0.885
N: 2.723 -0.137 -0.208
C: 3.169 1.205 -0.145
C: 4.478 1.640 -0.058
C: 4.803 3.010 -0.034
C: 3.843 3.972 -0.110
C: 2.491 3.581 -0.184
C: 1.439 4.512 -0.313
C: 0.146 4.082 -0.402
C: -0.109 2.713 -0.289
N: 0.841 1.813 -0.144
C: 2.152 2.207 -0.155
C: 4.438 -1.780 1.100
C: 4.206 -1.008 2.232
C: 4.719 -1.425 3.454
C: 5.453 -2.599 3.533
C: 5.691 -3.358 2.392
C: 5.186 -2.951 1.169
H: 5.279 0.918 -0.045
H: 5.846 3.292 0.031
H: 4.094 5.026 -0.112
H: 1.676 5.570 -0.344
H: -0.676 4.773 -0.536
H: -1.125 2.344 -0.300
H: 3.663 -0.074 2.158
H: 4.547 -0.829 4.342
H: 5.848 -2.923 4.488
H: 6.270 -4.270 2.458
H: 5.361 -3.530 0.270
F: -3.884 -6.006 -0.642
C: -3.457 -4.762 -0.632
C: -4.357 -3.721 -0.499
F: -5.648 -3.975 -0.384
C: -3.895 -2.421 -0.491
F: -4.807 -1.459 -0.363
C: -2.543 -2.112 -0.607
P: -1.990 -0.362 -0.600
C: -2.850 0.330 0.843
C: -2.883 -0.426 2.018
C: -3.392 0.119 3.188
C: -3.864 1.425 3.199
C: -3.826 2.183 2.038
C: -3.315 1.644 0.865
C: -2.686 0.334 -2.121
C: -3.989 0.818 -2.235
C: -4.436 1.294 -3.459
C: -3.595 1.285 -4.565
C: -2.297 0.807 -4.452
C: -1.838 0.340 -3.230
C: -1.660 -3.180 -0.745
Br: 0.216 -2.957 -0.957
C: -2.109 -4.485 -0.756
F: -1.260 -5.498 -0.887
H: -2.531 -1.452 2.016
H: -3.425 -0.479 4.090
H: -4.264 1.848 4.111
H: -4.205 3.198 2.041
H: -3.306 2.246 -0.035
H: -4.657 0.810 -1.386
H: -5.449 1.667 -3.549
H: -3.953 1.652 -5.519
H: -1.640 0.803 -5.313
H: -0.819 -0.023 -3.135

Results
Multiplicity: 1
Total charge: +1
Energy, eV: -147915.4190

How positive or negative is each atom? The Mulliken charges in e answer that:
1 Pb 1.179
2 O -0.599
3 S 0.827
4 O -0.639
5 N -0.142
6 C -0.177
7 C -0.190
8 C -1.102
9 C -0.905
10 C 1.194
11 C -0.591
12 C -1.192
13 C 0.299
14 N -0.010
15 C 0.088
16 C 0.563
17 C 0.238
18 C -0.866
19 C -0.449
20 C -0.616
21 C -0.711
22 H 0.494
23 H 0.404
24 H 0.411
25 H 0.457
26 H 0.439
27 H 0.264
28 H 0.332
29 H 0.407
30 H 0.391
31 H 0.408
32 H 0.429
33 F -0.265
34 C 0.578
35 C 0.212
36 F -0.275
37 C 0.388
38 F -0.395
39 C 0.269
40 P -0.067
41 C 1.117
42 C -0.731
43 C -0.781
44 C -0.558
45 C -0.972
46 C -0.523
47 C 0.762
48 C -0.163
49 C -0.777
50 C -0.537
51 C -0.643
52 C -0.656
53 C 0.149
54 Br -0.036
55 C 0.284
56 F -0.302
57 H 0.437
58 H 0.446
59 H 0.421
60 H 0.440
61 H 0.488
62 H 0.458
63 H 0.431
64 H 0.402
65 H 0.439
66 H 0.323